[1]
63
Properties=species:S:1:pos:R:3:forces:R:3:mulliken_charge:R:1 method="wB97M-V/def2-TZVPD" multiplicity=1 lumo_energy_ev=-3.4 charge=+1 orbital_gap_ev=7.1301
H -5.3803 0.8905 1.1894 -0.0422 -0.4066 0.1967 0.293
H 1.9931 -0.4372 -3.5719 -0.9366 0.2183 0.6562 0.478
H 1.2248 -2.2924 2.5444 -0.3941 -0.5149 -0.8737 0.267
O -1.6420 -1.1305 -3.4615 -0.9781 -0.9900 1.2051 -0.600
H -4.1175 -0.7304 -0.3871 0.8777 0.8323 0.1222 0.224
H -1.4162 1.9703 0.8503 -0.5636 -0.9790 -0.1125 0.786
H 6.2539 0.1388 -0.5381 -0.9886 0.2501 0.0877 0.354
C 5.1932 0.3694 -0.3012 -2.3384 0.4223 0.9639 -0.825
N -4.8177 0.4534 1.9239 0.9682 1.0944 -1.1298 -0.561
B -1.6287 -1.9392 -2.3218 0.5070 -1.2405 -0.3424 0.984
N -3.5491 3.3718 -2.6054 0.1834 0.2298 -0.2806 -0.310
C -1.9821 -1.3888 -0.8167 -0.4478 -0.2853 -0.8480 -0.247
C -1.4466 -1.3072 2.1271 -0.3100 -0.8763 0.0827 -1.392
C 0.3645 0.5154 1.6007 -1.3145 0.8211 1.3384 -1.560
C 0.7375 -2.7957 1.6556 0.5035 0.3392 1.0731 -0.944
O -1.3410 -3.3134 -2.4517 -1.3045 1.5301 0.2465 -0.509
C -3.5967 2.6919 -1.6847 -0.5503 -1.4026 1.7656 0.400
C 5.6741 0.0229 2.2949 -0.8870 -0.9974 -0.8963 -1.320
O -3.7517 2.9184 2.2312 0.7069 -1.7485 -1.2858 -0.490
H 5.3739 0.5517 3.2301 0.4548 -0.1837 -0.8713 0.340
H -3.3667 3.3693 1.4598 -0.4164 0.0956 0.3592 0.352
H 1.0239 -0.1797 2.1670 -0.3666 0.3920 -0.9234 0.106
H 0.9753 3.2271 -2.9729 -0.3739 -0.7405 0.6168 0.391
C -2.0132 1.0083 0.8649 -0.8631 1.6120 0.6135 -1.434
C 0.9147 2.5386 -2.0931 0.6060 -0.0140 0.3451 -0.787
O 0.9897 1.2784 0.5724 0.4707 -1.2371 0.3792 -0.206
C -0.9793 -0.1945 1.1113 0.6973 0.0768 -1.1009 1.612
H 2.6289 1.6556 -3.1017 -0.6180 -0.2425 0.9604 0.783
H 0.0005 1.2687 2.3642 0.4665 -0.8501 -0.5655 0.437
H 3.0160 0.6664 2.4238 0.3783 0.0625 -1.0711 0.324
H -2.0986 -1.6520 -4.1515 0.7631 0.3475 -0.0758 0.293
H 6.7499 0.1319 2.0237 -0.8908 0.2257 0.3620 0.361
I -1.1087 -3.8574 3.7982 -0.2188 -1.7323 -1.3011 0.122
C -0.8093 -2.7583 1.9074 0.9806 0.0496 0.2328 -0.093
H 5.5111 -1.0787 2.4877 0.2745 1.0413 -0.0430 0.285
C 1.9192 1.3314 -2.2876 -0.0365 -0.1977 -0.3356 0.122
H 1.2328 3.1557 -1.2057 -0.5910 -0.6748 -0.7971 0.266
C 4.7361 0.3665 1.0866 -0.7668 0.5269 -1.2347 0.511
N -0.7403 -0.8273 -0.2325 -1.4256 0.1985 0.5289 0.594
N -2.7086 0.9651 -0.4755 1.6674 -1.3360 -1.2834 1.245
H 1.0869 -2.2432 0.7504 -0.5563 -0.5931 0.5517 0.082
H -2.5652 -1.4561 2.0999 1.1106 0.3386 0.0617 0.183
H -4.7006 -0.5502 1.7804 -0.2504 0.3118 0.2932 0.329
H -3.4921 -0.2617 -1.9939 0.2976 0.1541 1.1154 0.451
H 1.0097 -0.7521 -2.1096 -0.0548 0.6856 -0.5982 0.094
P -3.3167 1.2730 2.2507 -0.3450 0.2666 2.5928 0.310
C -3.2032 -0.3694 -0.9078 0.0138 -1.2216 -1.2888 -0.928
C 4.2148 0.6859 -1.3282 -0.4794 0.0801 1.4291 -0.761
H -2.0037 1.2589 -1.1826 -0.2859 -0.2384 0.1483 0.065
C 2.8007 0.9946 -1.0561 1.3443 -0.3274 1.1108 0.140
H -2.3682 -2.2958 -0.2734 0.6345 1.0354 -0.0979 0.086
H -0.1459 2.1608 -1.9666 0.9446 0.5372 -0.0644 -0.205
H -1.8657 -3.8178 -1.8020 0.7705 0.0349 -0.2673 0.330
I -1.0423 -0.7743 4.2302 -0.0379 1.8559 -0.5853 0.283
C 3.3398 0.6730 1.3490 -0.4569 -0.0061 -0.2109 -0.361
H 4.5590 0.7162 -2.3941 -0.4404 -0.0145 1.1133 0.286
H 0.3497 0.3172 -3.5141 0.5495 -0.4476 0.6049 0.287
C 1.2237 0.0219 -2.8872 1.1959 0.6198 -0.3142 -1.027
C 2.3303 0.9672 0.3460 3.4383 -0.5047 -2.2598 0.760
H 1.1475 -3.8433 1.6690 -0.6676 0.9998 -0.2201 0.508
H -1.3235 -3.3965 1.1511 0.1371 0.7918 0.6010 0.541
H -0.4113 -0.1283 -0.9059 0.5362 -0.1718 0.5503 -0.734
O -3.7682 1.8832 -0.5999 -0.2811 2.0969 -1.0296 -0.368

---

[2]
57
Properties=species:S:1:pos:R:3:forces:R:3:lowdin_spin:R:1 method="wB97M-V/def2-TZVPD" multiplicity=5 lumo_energy_ev="-7.4 / -7.4" charge=+2 orbital_gap_ev="4.9678 / 5.3390"
H 4.4745 1.9498 1.5458 0.2350 -0.1291 0.0880 0.000
C 4.1560 1.0475 2.0731 0.0373 0.1340 -0.2645 -0.025
H 4.6434 0.9785 3.0527 -0.0186 0.0074 -0.2215 -0.005
H 1.7350 -4.9064 1.6456 -0.2385 -0.0802 -0.3623 0.000
C 1.0524 2.9814 -4.0492 0.3039 -0.6281 -0.1108 -0.003
C -4.4174 -0.2399 1.6048 0.0064 -0.1082 -0.0541 -0.005
I -0.3213 1.6273 1.0050 -1.4627 0.7807 0.2293 0.068
H -1.4736 -1.6815 -2.9297 -0.1772 0.0003 0.2524 0.001
C 2.1455 -4.6511 -0.4621 -0.0496 0.3841 0.0338 0.026
I 0.8756 0.1804 -0.8960 1.4673 -0.8264 -0.1506 0.433
H 1.3163 1.9379 -4.2305 0.1463 0.0440 -0.4244 0.000
H 2.2773 -1.2694 2.4631 0.0053 -0.0581 0.2128 0.000
C 2.0875 -0.4357 3.1462 -0.2486 -0.1323 -0.2999 -0.010
C -1.1104 4.3131 -2.4813 -0.2578 -0.3386 0.3733 0.002
H 1.0501 -0.4845 3.4877 0.1165 -0.1192 0.1310 0.000
C -2.9701 -1.3274 3.1931 0.1295 -0.0554 0.1277 -0.005
H -0.8307 5.2809 -1.9459 -0.4553 -1.1130 -0.4419 -0.001
H -2.1347 1.4630 -2.6279 0.3074 0.1439 0.0554 0.000
H 0.1610 -2.9763 -2.6545 0.2351 0.1706 0.2002 0.003
P -0.0018 2.6957 -2.4716 -0.6767 1.0829 -0.5975 0.006
H 2.3451 3.2877 3.1974 -0.0083 0.0860 0.3368 0.000
C -2.4193 -1.3997 0.8247 -0.3943 -0.0229 0.1330 0.042
H 2.0663 3.5012 -4.0546 -1.0143 -0.7397 0.0782 -0.001
H -3.8771 -0.4110 -0.4672 0.0194 -0.0023 0.3292 0.002
H -4.7571 -0.2359 3.7525 0.2841 -0.1891 -0.4268 0.002
Ho 1.3310 4.9233 -2.4316 1.2945 1.9937 0.0627 3.028
H 2.7845 -0.4631 3.9896 -0.2074 -0.1721 -0.0427 -0.003
H 1.1563 2.2237 3.9936 0.0677 0.1710 0.1953 0.002
H -1.5846 2.1276 -4.1850 -0.0395 -0.2500 0.2230 0.000
H -2.7528 -2.5828 -2.0509 0.1268 0.2662 -0.1219 0.010
C 0.5319 -3.3366 -1.6980 0.2237 0.2468 0.5738 0.019
H -2.6921 -1.5550 4.2256 -0.1844 -0.0351 -0.3704 -0.001
H 0.4495 3.3467 -4.8866 0.1431 -0.0399 0.0127 0.000
H -1.9283 3.9310 -1.8689 -0.2551 0.2310 -0.1502 0.000
P 2.3449 1.1211 2.2380 1.2962 -0.4067 0.6628 -0.107
C -1.2566 1.6185 -3.2654 -0.2274 0.2542 -0.5013 -0.002
C 2.1776 2.2922 3.6159 -0.2064 0.2417 -0.4508 -0.008
C 1.3909 -4.4779 0.7019 -0.1341 -0.2807 -0.1236 -0.002
H -5.2723 0.4002 1.3913 0.0854 -0.3144 0.0084 -0.001
C -2.1211 -1.7300 2.1631 0.2211 0.1882 -0.1821 0.039
H 4.3967 0.1712 1.4668 0.1735 0.1089 0.0380 0.000
H -1.4673 4.5338 -3.4909 -0.1176 0.1480 0.1411 0.000
C 0.1907 -3.7658 0.6717 0.2401 0.2417 -0.1364 0.024
C -4.1226 -0.5843 2.9285 0.2962 0.1349 -0.1532 0.043
H -0.8476 0.6399 -3.5393 0.0828 0.3031 0.1387 0.001
H -0.4864 -3.8040 1.5238 0.4591 0.3001 -0.0868 0.001
C -3.6094 -0.6734 0.5551 0.4862 0.0235 0.2980 0.042
C -2.1466 -1.6647 -2.0649 -0.2967 0.0275 -0.2579 0.037
C -0.1712 -3.0664 -0.4946 0.1023 -0.6584 -0.3003 0.017
Cl 2.9243 5.3400 -0.6590 0.4451 -0.0208 0.6021 -0.011
P -1.2266 -1.6203 -0.5151 -1.1990 -1.0671 0.4855 0.340
H 2.2622 -4.2546 -2.5848 -0.1992 -0.0664 0.2006 0.000
H -1.1966 -2.2695 2.3954 -0.4781 0.3854 0.0406 0.002
H 2.9069 2.0722 4.4039 -0.2322 0.0759 -0.1249 -0.003
C 1.7005 -4.0924 -1.6660 -0.1941 -0.2864 0.1168 0.002
H -2.8075 -0.7939 -2.1455 0.2098 -0.2703 -0.0504 0.001
H 3.0691 -5.2321 -0.4390 -0.2746 0.2352 0.0259 0.001

---

[3]
60
Properties=species:S:1:pos:R:3:forces:R:3:mulliken_charge:R:1 method="wB97M-V/def2-TZVPD" multiplicity=1 lumo_energy_ev=-0.9 orbital_gap_ev=9.3687
H -6.1147 2.2314 3.3280 0.0436 0.1365 0.0431 0.386
C 0.3525 0.4792 0.9515 -0.3467 0.5797 0.0341 0.605
H 3.5513 -5.2425 1.7175 0.0171 -0.0753 0.2945 0.385
O -0.3905 -5.2866 2.2050 -0.6972 1.8968 -0.3831 -0.569
H 4.6854 0.1135 -2.6225 -0.0754 0.0638 0.0627 0.387
H -6.6683 1.0788 1.3348 -0.0027 0.0257 0.0030 0.373
H 5.0520 2.6223 -4.0502 -0.0191 0.0314 -0.0035 0.288
C 0.3008 -2.9609 2.3507 -0.0959 -0.3202 0.2380 0.178
H 1.8523 -5.1404 1.2699 -0.1944 0.0124 0.0909 0.288
H 2.5250 -2.4989 1.1918 0.0048 0.3687 0.0498 -0.098
C 4.0022 0.0876 -3.4692 0.2796 -0.1581 -0.1831 -0.702
H 1.8142 -2.2720 3.6152 0.0532 -0.0121 0.3146 0.476
H -1.2172 0.4123 -0.4826 -0.4729 0.0943 -0.1919 0.375
C 4.4301 2.1282 -4.7996 0.0249 -0.0743 0.0737 -0.546
C -0.6042 -4.1025 2.0330 0.6544 -1.2743 0.5474 0.073
H -5.2364 1.1136 -0.6562 0.0183 -0.0025 -0.0093 0.408
C 1.2209 -0.0613 -0.1749 -0.0404 0.4557 0.3701 -1.617
H 3.6022 -0.9156 -3.5920 -0.0930 0.0173 0.1117 0.392
H 1.3571 -0.6198 2.4554 0.1938 0.0237 0.1124 0.395
O -6.1662 4.6105 2.1374 0.1359 0.1291 0.0664 -0.678
O 1.3907 0.5416 -3.3295 -0.0450 0.0510 0.2142 -0.673
C -5.2536 3.1388 0.1372 0.0206 -0.2410 -0.2290 -0.846
H 0.8464 1.3890 1.2890 0.1913 0.0156 0.2513 0.637
H -0.1439 0.0210 3.0302 -0.2811 0.1938 -0.0164 0.476
C 2.7032 -3.2457 1.9543 0.2879 -0.7744 0.0104 1.010
S 2.6472 1.2121 -3.1104 0.2280 0.1673 -0.6171 1.351
H 0.8713 -1.0223 -0.5481 0.0260 -0.1530 -0.0650 0.288
C -0.2722 -1.8136 1.9706 0.0606 -0.2990 -0.0230 1.307
H 2.2458 -0.1112 0.1903 0.2013 -0.3774 -0.1013 0.348
H 3.0903 -4.4563 0.2365 0.0927 -0.0723 -0.1448 0.341
C -1.5968 -2.1984 1.3778 -0.9084 0.4682 -0.3592 0.348
H -3.8263 1.5319 0.3172 0.0202 -0.0001 -0.0561 -0.280
H -6.2939 3.2867 -0.1509 -0.0112 0.0547 0.0490 0.376
Cl 4.3173 -2.8620 2.6652 -0.1110 0.1865 0.0200 -0.228
O 2.9392 1.9091 -1.8832 -0.1000 -0.0202 0.0570 -0.647
H -1.8115 0.6986 1.1579 -0.2279 0.0556 0.0735 0.267
C 2.9551 2.3343 -4.4690 0.2244 0.1250 -0.2308 -0.812
H 4.6814 2.5457 -5.7732 0.0025 0.0079 -0.0008 0.352
H 1.6135 -4.0322 3.6671 0.0146 -0.1903 0.0428 0.458
H -4.5987 3.7012 -0.5239 0.0096 0.1108 0.0985 0.437
H -5.2428 0.1450 1.7690 0.0124 0.0007 -0.0042 0.313
C 4.6629 0.6120 -4.7510 -0.0429 0.0559 -0.0222 -0.645
H 2.3160 2.0303 -5.2974 -0.0415 -0.0263 0.0358 0.344
H -4.3730 1.9109 3.1437 0.0460 0.1049 -0.0254 0.356
C -5.5907 1.1414 1.5002 -0.0182 0.0119 -0.0406 -0.754
C -1.0338 0.9377 0.4474 0.7456 -0.3543 0.1384 -1.638
S -5.0658 3.7396 1.8121 -0.1429 -0.1103 -0.1050 1.152
H 2.7139 3.3488 -4.1611 -0.0922 -0.0539 0.1089 0.387
C -4.9063 1.6561 0.2280 0.0240 -0.0017 0.1087 0.136
H 1.2372 0.6593 -0.9874 -0.2361 -0.2547 0.1233 0.429
C -5.2957 2.1494 2.6183 -0.0879 -0.3722 0.0126 -0.676
C 0.3244 -0.4470 2.1659 -0.0849 -0.3707 -0.2894 -1.318
H 5.7231 0.3653 -4.7727 0.0003 -0.0156 0.0089 0.330
C 2.7965 -4.6069 1.2717 0.0658 0.1209 -0.4472 -1.317
C 1.6175 -3.1600 3.0244 0.0783 0.5828 -0.4115 -1.622
H -1.0133 2.0088 0.2877 -0.1116 0.1723 -0.2264 0.390
O -2.4677 -1.5588 0.8559 0.8328 -0.5935 0.6314 -0.472
O -3.6997 4.1584 2.0003 -0.0276 0.1088 0.0591 -0.649
H 4.1999 0.1446 -5.6221 -0.0201 0.0060 0.0070 0.300
O -1.7559 -3.5801 1.5190 0.0177 -0.2381 -0.2771 -0.352

---

[4]
63
Properties=species:S:1:pos:R:3:forces:R:3:mulliken_charge:R:1 method="wB97M-V/def2-TZVPD" multiplicity=1 lumo_energy_ev="-8.3 / -9.5" charge=+2 orbital_gap_ev="6.6834 / 4.9987"
H 1.0029 3.9093 -5.8748 0.1525 0.0031 -0.2849 0.416
C 1.5038 0.4131 4.1310 0.9494 0.6528 1.4619 0.617
H -2.7217 -0.6991 -1.7079 0.1311 0.1197 0.0906 0.444
F 2.1116 1.4090 3.4400 -0.8276 -0.6914 0.0845 -0.250
H 0.3047 -2.8995 0.6409 0.1724 0.7871 0.2680 0.495
H -1.5215 3.2053 -7.8063 0.1871 -0.2041 0.2644 0.445
C -0.0275 0.2865 3.8037 -0.5561 -0.1809 -1.0975 0.481
P 0.0186 1.7933 -6.5001 -0.1893 0.8837 -2.3589 0.798
H 0.2468 -1.0252 -9.0143 -0.1455 0.0079 0.1914 0.525
H 2.1817 2.8501 -6.6974 -0.1413 0.2741 -0.0386 0.401
C -0.9565 -2.8157 -6.8414 -0.3100 0.2720 1.0473 -1.280
F 0.1318 -2.2493 4.2018 -0.3691 1.4233 -0.3802 -0.221
H -1.9827 -2.4489 -6.7159 0.1361 -0.2744 -0.0726 0.389
H 2.0177 -2.9580 -6.3847 0.1090 0.1159 -0.2804 0.402
H 1.8998 1.3604 -3.4268 -0.1094 0.0300 0.1059 0.345
H -2.2087 -1.1753 -3.2639 0.1427 0.0764 0.1379 0.338
H 0.9728 -1.9542 2.1677 -0.3056 -0.1442 -1.5000 0.375
F -1.2361 1.7738 5.3164 0.0468 -0.0398 -0.3937 -0.225
H -2.3769 1.9048 -6.9041 0.0319 0.2846 -0.0411 0.368
F 2.1627 -0.7381 3.8174 -0.6788 0.8018 -0.1668 -0.225
C 1.5936 0.8734 -2.4899 0.5993 -0.4388 -0.1578 -0.911
C -0.2071 -0.4711 -8.1830 -0.2292 0.6437 0.3505 -1.055
C 0.5117 -1.5207 -1.9323 -0.7686 -0.1843 0.5805 -0.610
C -1.0282 1.5191 4.0222 -0.3798 0.3481 1.6114 0.643
H -1.3279 2.2766 -1.1459 0.5572 -0.0441 -0.4052 0.566
F -2.2273 1.2118 3.4568 1.0681 0.2219 0.4215 -0.232
H -0.7271 -2.0325 1.8970 -0.0460 -0.0129 -0.6999 0.473
C -0.5914 -1.1075 4.3918 -0.8645 0.0201 2.2104 0.589
H -1.2261 -2.3587 -1.0134 0.3195 0.2793 -0.4437 0.588
F 1.7455 0.6509 5.4359 -0.5034 -0.2059 -0.8353 -0.226
H 1.6261 -2.7055 -8.1208 -0.1781 0.1883 0.2886 0.425
H 2.5362 0.8186 -1.9385 -0.0353 0.0344 0.1661 0.452
F -1.8327 -1.3531 3.9055 1.0307 0.2275 -0.0408 -0.228
H 2.5438 -1.4615 -7.1998 -0.0300 -0.2848 -0.0588 0.377
C -0.6942 1.6701 -1.8208 0.1939 0.2698 0.8553 -0.570
H -1.7811 3.3429 -6.0331 -0.1216 -0.1010 -0.2763 0.398
C -1.4572 0.7654 -2.7238 -0.7792 -0.3836 -0.8520 0.222
H 1.1334 2.4757 -1.0440 -0.5141 -0.3108 -0.5810 0.665
F -0.7039 -0.9880 5.7381 0.0814 0.0965 -0.9511 -0.237
C -1.8281 -0.7056 -2.3419 -0.7545 0.2592 -0.0987 -0.915
H -2.4313 1.2446 -2.8748 0.1360 -0.0438 -0.1136 0.583
H 0.6045 -0.5189 -3.8160 -0.0415 -0.1001 0.1797 -0.847
C 1.1776 -0.5796 -2.8867 0.4568 0.0880 -0.8765 0.528
C -0.8220 -1.6083 -1.7138 1.0955 -0.0861 -0.2538 -0.572
H -1.2989 -0.5123 -8.3003 0.2210 0.0615 -0.0083 0.473
O -0.1391 0.2266 2.4628 0.5998 -0.2693 -1.2487 -0.945
F -0.6121 2.6799 3.4437 0.1138 -1.4320 0.2682 -0.236
H -0.7434 -3.5526 -6.0566 -0.1756 0.0132 -0.2739 0.419
C -1.5742 2.6509 -6.8598 -0.3170 -0.4617 0.9887 -1.333
C 0.2168 -2.0401 1.3364 0.3277 -2.0970 1.7102 -1.293
H -0.8378 -3.2750 -7.8319 0.1275 0.2636 0.2218 0.406
C 1.7485 -2.2146 -7.1462 0.4076 0.4054 1.0271 -1.319
H 0.9621 3.7504 -7.6662 -0.1097 -0.2729 0.2140 0.417
Pb 0.1581 0.0334 0.3911 0.4914 0.2045 1.3135 1.398
P 0.1866 -1.3935 -6.6107 0.0096 -0.7440 -2.5243 0.791
H -0.9926 0.7365 -3.7096 0.1221 0.1305 0.0344 -0.592
C 0.2885 0.9764 -8.1550 0.2398 -0.6439 0.2909 -1.080
C 1.1513 3.2256 -6.7203 0.3728 -0.3371 0.9740 -1.318
H 1.1914 -2.1702 -1.3608 -0.3606 0.0987 -0.2838 0.511
C 0.6523 1.7580 -1.7436 -0.5786 0.3127 0.1103 -0.714
H 1.3679 1.0283 -8.3538 -0.2238 -0.0613 0.0082 0.479
H -0.2273 1.5821 -8.9107 0.1612 -0.0257 0.1727 0.532
H 2.1200 -1.0708 -3.1659 -0.1483 0.1769 -0.0516 0.658